8
Properties=species:S:1:pos:R:3:forces:R:3:lowdin_charge:R:1 method="wB97M-V/def2-TZVPD" gap_ev="7.4 / 7.9" de_lowest_kcal_mol=52.9 energy_ev=-25280.2779 multiplicity=1
C 0.77893 0.89632 -0.20805 -0.56 -2.24 0.01 -0.34
C 0.23827 -0.57013 0.07184 0.43 0.25 -2.81 -0.54
N 0.09758 1.90077 -0.20947 -0.11 0.88 -0.09 0.18
S -1.41427 -0.98467 -0.44824 -0.52 -0.24 -0.41 0.34
S -2.79736 -0.01633 0.53436 0.62 0.02 0.03 0.13
H 1.83328 0.70340 -0.32342 0.83 1.04 -0.19 0.10
H 0.91495 -1.29689 -0.50996 -1.00 0.99 1.07 0.10
H 0.34862 -0.63249 1.09296 0.30 -0.69 2.39 0.04